No. 1
C5H10O in the gas phase. Source: the OMol25 dataset; level of theory: ωB97M-V with the def2-TZVPD basis set.

## Properties
Orbital gap, eV: 10.692
HOMO energy, eV: -9.63
Relative energy (zero: lowest compared OMol25 entry of this formula, charge and spin), kcal/mol: 16.6
DFT total energy, Ha: -271.7262

CARTESIAN COORDINATES (ANGSTROEM)
C  2.0285  -0.0927  -0.2693
C  0.7931  -0.6199  0.4877
C  -0.5281  -0.2538  -0.2279
C  -1.8960  -0.2723  0.5345
C  -0.5348  1.1872  -0.6728
O  -0.0259  2.0944  -0.0568
H  1.9812  0.9945  -0.3665
H  2.9570  -0.3294  0.2643
H  2.1126  -0.5203  -1.2782
H  0.8825  -1.7108  0.5744
H  0.8136  -0.2221  1.5076
H  -0.6287  -0.9069  -1.1042
H  -1.8094  -0.5365  1.5908
H  -2.3517  0.7284  0.5218
H  -2.6230  -0.9310  0.0531
H  -1.1708  1.3914  -1.5585

=====

No. 2
A molecular structure, C17H34NPSiTi in a non-equilibrium geometry. Source: the OMol25 dataset; level of theory: ωB97M-V with the def2-TZVPD basis set.

## Properties
Charge: +2
Orbital gap, eV: 6.608
HOMO energy, eV: -15.42
DFT total energy, Ha: -2202.5924

CARTESIAN COORDINATES (ANGSTROEM)
C  2.9825  2.2863  2.7220
C  1.6182  2.2107  2.9925
C  0.7584  1.4880  2.1494
C  1.3037  0.7870  1.0646
C  2.6842  0.8630  0.7933
C  3.5245  1.5965  1.6359
C  -0.7102  1.4391  2.4839
C  -1.7260  1.9270  1.4304
N  -1.3120  1.7644  0.0029
Ti  -0.1226  -0.0627  -0.2539
C  3.2176  0.2253  -0.4611
P  1.8671  0.3613  -1.7306
H  1.1932  2.7301  3.8562
H  4.5901  1.6441  1.4087
H  3.6318  2.8851  3.3600
H  3.4543  -0.8440  -0.3303
H  4.1115  0.7369  -0.8477
H  -0.9963  0.4247  2.8168
H  -0.8725  2.0919  3.3515
H  -2.6842  1.4060  1.5718
C  2.4245  -0.6665  -3.1069
C  2.2265  2.0428  -2.3499
H  -1.9161  3.0052  1.5695
C  -0.5830  2.9739  -0.4438
C  -2.4940  1.5785  -0.8657
H  0.3615  -1.6281  -1.0706
H  -1.2707  3.8327  -0.3518
H  0.3010  3.1464  0.1763
H  -0.2780  2.8648  -1.4912
H  -3.0395  2.5368  -0.9329
H  -2.1728  1.2736  -1.8728
H  -3.1638  0.8138  -0.4569
H  3.2323  2.0570  -2.7943
H  1.4889  2.3083  -3.1183
H  2.1843  2.7877  -1.5451
H  3.3904  -0.3042  -3.4850
H  2.5198  -1.7132  -2.7925
H  1.6784  -0.6010  -3.9100
H  -0.1636  -1.2962  -1.6112
C  -0.3949  -4.1736  -0.0278
Si  -1.8605  -3.0157  0.1383
C  -2.6868  -2.8247  -1.5398
C  -3.1241  -3.7856  1.3008
C  -1.2994  -1.3677  0.8519
H  -0.7450  -5.1630  -0.3544
H  0.1116  -4.2974  0.9386
H  0.3406  -3.8190  -0.7590
H  -3.0605  -3.8073  -1.8666
H  -3.5477  -2.1435  -1.4869
H  -2.0036  -2.4560  -2.3143
H  -2.7021  -3.9157  2.3057
H  -4.0171  -3.1525  1.3871
H  -3.4412  -4.7709  0.9336
H  -0.6298  -1.4918  1.7299
H  -2.1786  -0.7885  1.1996

=====

Look up the DFT total energy of the second one.
-2202.5924 Ha

=====

What is the DFT total energy in the first record?
-271.7262 Ha

=====

What did the first record say?
C5H10O in the gas phase. Source: the OMol25 dataset; level of theory: ωB97M-V with the def2-TZVPD basis set.

## Properties
Orbital gap, eV: 10.692
HOMO energy, eV: -9.63
Relative energy (zero: lowest compared OMol25 entry of this formula, charge and spin), kcal/mol: 16.6
DFT total energy, Ha: -271.7262

CARTESIAN COORDINATES (ANGSTROEM)
C  2.0285  -0.0927  -0.2693
C  0.7931  -0.6199  0.4877
C  -0.5281  -0.2538  -0.2279
C  -1.8960  -0.2723  0.5345
C  -0.5348  1.1872  -0.6728
O  -0.0259  2.0944  -0.0568
H  1.9812  0.9945  -0.3665
H  2.9570  -0.3294  0.2643
H  2.1126  -0.5203  -1.2782
H  0.8825  -1.7108  0.5744
H  0.8136  -0.2221  1.5076
H  -0.6287  -0.9069  -1.1042
H  -1.8094  -0.5365  1.5908
H  -2.3517  0.7284  0.5218
H  -2.6230  -0.9310  0.0531
H  -1.1708  1.3914  -1.5585

=====

Which value of DFT total energy does entry 2 give?
-2202.5924 Ha